1.
28
Properties=species:S:1:pos:R:3:mulliken_charge:R:1 method="wB97M-V/def2-TZVPD" energy_ev=-14499.8836 relative_energy_kcal_mol=29.2 homo_lumo_gap_ev=10.623 fmax_ev_per_a=3.3 e_homo_ha=-0.4936 charge=+1
C -2.85311 0.41174 -1.17991 -0.682
C -2.98369 0.06542 0.35748 -0.970
C -1.89333 1.59082 -1.37578 0.678
O -0.75981 1.49894 -1.83340 -0.780
N -2.36358 2.75225 -0.87181 -0.365
H -2.37872 -0.41902 -1.73357 0.306
H -3.81450 0.53976 -1.64575 0.369
H -3.69378 0.83143 0.63757 0.390
H -2.01092 0.01735 0.81957 0.257
H -1.77026 3.56465 -0.80493 0.244
H -3.13702 2.70407 -0.23007 0.192
H -3.30456 -0.98026 0.43831 0.308
C 2.01319 -1.56398 1.19133 -0.195
C 1.28467 -2.83128 1.17128 -1.414
C 2.40666 0.29549 -0.23966 0.612
N 2.32050 -1.08062 -0.23157 -0.270
N 3.23812 0.94168 0.58194 -0.342
N 1.40453 0.85710 -0.90742 -0.275
H 1.50417 -0.71028 1.77549 0.328
H 3.02955 -1.66180 1.63165 0.228
H 0.32695 -2.76213 0.64314 0.346
H 1.03639 -3.17623 2.19637 0.383
H 1.99797 -1.65032 -1.00023 0.323
H 3.64382 0.36729 1.30348 0.253
H 3.15779 1.96231 0.57012 0.241
H 0.61087 0.34651 -1.31814 0.235
H 1.19156 1.83788 -0.86874 0.218
H 1.79657 -3.74879 0.92326 0.382

2.
25
Properties=species:S:1:pos:R:3:mulliken_charge:R:1 method="wB97M-V/def2-TZVPD" energy_ev=-10033.5973 relative_energy_kcal_mol=45.8 homo_lumo_gap_ev=9.318 fmax_ev_per_a=5.0 e_homo_ha=-0.3159
C -0.10850 -2.61877 0.35822 -1.143
C 0.51109 -1.18332 -0.06482 -0.433
C -0.15362 -0.08435 0.75535 -1.062
C -1.52081 0.32777 0.14956 -0.437
C -1.22966 1.17673 -1.05618 -0.748
N -1.04373 2.43561 -0.52611 -0.229
C -2.15452 3.14871 0.16346 -0.831
H 0.67054 -3.41008 0.26040 0.346
H -0.97743 -2.82555 -0.32633 0.262
H -0.44645 -2.57535 1.32278 0.344
H 1.56813 -1.21428 0.15159 0.327
H 0.40698 -1.11287 -1.12134 0.299
H -0.19496 -0.38328 1.79289 0.400
H 0.50668 0.68522 0.79032 0.480
H -2.27426 0.64462 0.85859 0.478
H -2.02635 -0.60361 -0.19975 0.248
H -1.90648 0.99105 -1.88265 0.313
H -0.25612 0.85552 -1.54203 0.348
H -0.66111 3.06400 -1.23579 0.249
H -2.00297 3.20731 1.26966 0.235
H -2.30719 4.21016 -0.07241 0.309
H -3.12444 2.56433 -0.03827 0.243
O 6.52215 -2.19873 -0.02782 -0.610
H 6.62141 -3.03509 0.27242 0.295
H 5.58163 -2.06574 -0.05172 0.315

3.
25
Properties=species:S:1:pos:R:3:mulliken_charge:R:1 method="wB97M-V/def2-TZVPD" energy_ev=-10034.7643 relative_energy_kcal_mol=18.9 homo_lumo_gap_ev=9.922 fmax_ev_per_a=1.6 e_homo_ha=-0.3322
C -0.83478 -3.09312 -0.32671 -1.236
C -0.95449 -1.59603 -0.58403 -0.437
C 0.41618 -0.96104 -0.54826 -0.892
C 0.44549 0.58223 -0.70938 0.277
C 1.84385 1.08165 -1.04207 -1.615
N -0.15615 1.21175 0.47933 -0.133
C -1.05524 2.30981 0.14051 -1.049
H -0.29965 -3.33510 0.59123 0.324
H -0.35657 -3.56709 -1.18024 0.294
H -1.80954 -3.54092 -0.10226 0.382
H -1.71968 -1.13430 0.04961 0.333
H -1.45909 -1.36333 -1.53528 0.287
H 1.06997 -1.39640 -1.30845 0.403
H 0.90356 -1.09990 0.42843 0.270
H -0.24337 0.76790 -1.53799 0.341
H 2.61405 0.87419 -0.28791 0.348
H 1.79711 2.15119 -1.25630 0.363
H 2.33325 0.58108 -1.88244 0.432
H 0.57902 1.51107 1.10627 0.336
H -0.59363 3.24188 -0.20887 0.317
H -1.78290 2.42454 0.94613 0.341
H -1.66352 2.01744 -0.71915 0.316
O 0.23554 0.57522 3.44505 -0.667
H 0.30047 0.24743 2.55643 0.357
H 0.39011 1.50985 3.48635 0.307

4.
25
Properties=species:S:1:pos:R:3:mulliken_charge:R:1 method="wB97M-V/def2-TZVPD" energy_ev=-10033.9645 relative_energy_kcal_mol=37.3 homo_lumo_gap_ev=9.477 fmax_ev_per_a=2.9 e_homo_ha=-0.3170
C 3.54578 0.52827 -0.78978 -1.378
C 2.23003 -0.00142 -1.28056 -0.379
C 0.96314 0.52279 -0.55088 -0.326
C 0.04423 -0.68791 -0.37089 -1.143
N -0.92653 -0.43221 0.70266 0.177
C -2.08467 -1.39537 0.57744 -1.074
C -0.38911 -0.22242 2.01569 -1.206
H 4.39218 0.33180 -1.44667 0.387
H 3.56727 1.59761 -0.53346 0.327
H 3.85766 0.08548 0.17694 0.304
H 2.33410 -1.09737 -1.38974 0.363
H 2.05977 0.14400 -2.36048 0.360
H 0.62079 1.36339 -1.15391 0.273
H 1.22266 0.85425 0.46219 0.324
H -0.45764 -1.09503 -1.26937 0.463
H 0.60964 -1.59589 -0.15275 0.408
H -2.44879 -1.09796 -0.40594 0.377
H -2.78799 -1.17566 1.36820 0.398
H -1.72117 -2.40188 0.41742 0.368
H -0.50456 0.80581 2.40044 0.285
H 0.56363 -0.71847 2.24348 0.322
H -0.99230 -0.75255 2.78407 0.404
O -3.06310 1.61244 -0.28234 -0.679
H -2.75996 1.45568 -1.20161 0.295
H -2.43500 1.12513 0.26999 0.348

5.
25
Properties=species:S:1:pos:R:3:mulliken_charge:R:1 method="wB97M-V/def2-TZVPD" energy_ev=-10034.5392 relative_energy_kcal_mol=24.1 homo_lumo_gap_ev=9.766 fmax_ev_per_a=1.4 e_homo_ha=-0.3248
C -0.72130 -2.69556 -0.60359 -1.054
C -1.76914 -1.79706 0.05115 -0.576
C -1.34752 -0.31535 -0.04720 -0.915
C -0.25174 0.13134 0.94221 -0.727
N 0.84260 0.85355 0.32077 0.147
C 1.33633 1.95736 1.14966 -1.233
C 1.99260 0.01620 -0.07616 -0.990
H -1.14814 -3.49489 -1.22890 0.349
H -0.16473 -2.18021 -1.39288 0.239
H -0.03045 -3.21278 0.06065 0.265
H -1.96071 -2.08200 1.08209 0.363
H -2.67033 -1.85983 -0.56042 0.329
H -2.22712 0.32604 0.05552 0.356
H -0.98399 -0.09425 -1.05170 0.501
H -0.71663 0.81325 1.66325 0.398
H 0.09364 -0.68886 1.58182 0.506
H 1.81270 1.63568 2.07554 0.382
H 0.56282 2.72340 1.27626 0.394
H 2.01566 2.55816 0.53891 0.427
H 2.85072 0.66966 -0.14957 0.364
H 1.72418 -0.49275 -0.99864 0.234
H 2.20854 -0.78622 0.64780 0.309
O -0.83870 2.87077 -1.78073 -0.702
H -0.06581 2.99262 -2.37963 0.318
H -0.54348 2.15174 -1.17620 0.316

6.
25
Properties=species:S:1:pos:R:3:mulliken_charge:R:1 method="wB97M-V/def2-TZVPD" energy_ev=-18821.5574 relative_energy_kcal_mol=36.2 homo_lumo_gap_ev=8.773 fmax_ev_per_a=3.2 e_homo_ha=-0.2926
C -1.86411 -1.86704 -1.32704 -1.346
C -1.75086 -0.62019 -0.43841 0.130
C -1.57250 -0.99090 1.03641 -0.673
N -1.33820 0.21287 1.89405 -0.521
H -0.94147 -2.44857 -1.26496 0.306
H -2.69821 -2.52083 -1.01120 0.329
H -2.05083 -1.58414 -2.38400 0.358
H -0.91771 0.00400 -0.76599 -0.003
H -2.66130 -0.01161 -0.55516 0.327
H -2.44811 -1.53711 1.41999 0.414
H -0.67577 -1.63123 1.16948 0.260
H -2.00499 0.96102 1.66164 0.311
H -1.50238 -0.05547 2.89373 0.230
C 2.21945 -0.30688 -0.36223 -0.950
C 2.36586 1.10716 -0.93353 -0.188
C 2.09607 2.13427 0.13155 -0.860
S -0.11129 2.31834 0.27274 -0.389
H 2.96112 -0.48326 0.37861 0.445
H 2.32230 -1.05903 -1.13841 0.313
H 1.19596 -0.44857 0.10272 0.044
H 3.43195 1.24414 -1.32093 0.311
H 1.68346 1.27382 -1.74050 0.278
H 2.28266 3.17302 -0.13092 0.352
H 2.41074 1.92380 1.16660 0.312
H -0.43185 1.21239 1.24577 0.209